61
Properties=species:S:1:pos:R:3:forces:R:3:nbo_charge:R:1 method="wB97M-V/def2-TZVPD" multiplicity=1 homo_ev=-8.5858 gap_ha=0.3315 total_charge=0 smiles="CCN(CC)S(=O)(=O)c1ccc(NC(=O)[C@@H](C)N(c2ccc(OC)cc2)S(C)(=O)=O)cc1" de_lowest_kcal_mol=0.00 energy_ha=-2229.69207
C 1.455 3.157 -4.628 -0.20 0.17 -0.06 -0.62
H 1.399 2.621 -5.572 0.05 -0.10 -0.07 0.20
H 2.376 3.735 -4.621 0.14 0.02 -0.02 0.21
H 1.489 2.435 -3.817 0.06 -0.08 0.04 0.21
C 0.263 4.101 -4.457 0.59 0.18 0.15 -0.22
N -0.987 3.448 -4.172 -0.53 0.27 0.95 -0.70
S -1.572 3.457 -2.625 0.16 -0.02 -0.22 2.34
O -2.998 3.313 -2.690 0.09 -0.34 -0.09 -0.95
O -1.021 4.599 -1.953 0.27 -0.20 -0.02 -0.94
C -0.895 1.984 -1.866 -0.35 0.59 -0.18 -0.36
C -1.651 0.827 -1.828 -0.09 -0.03 0.06 -0.18
C -1.115 -0.319 -1.275 0.10 0.06 0.01 -0.25
C 0.184 -0.307 -0.759 0.01 0.29 -0.10 0.16
C 0.934 0.868 -0.795 0.13 0.04 0.03 -0.20
C 0.385 2.011 -1.347 -0.05 0.00 0.04 -0.19
H 0.933 2.940 -1.362 0.16 0.08 0.05 0.24
H 1.930 0.877 -0.384 0.01 0.02 0.00 0.25
N 0.654 -1.495 -0.201 -0.27 -0.16 -0.24 -0.63
C 1.800 -1.704 0.498 -0.10 -0.30 -0.05 0.68
O 2.709 -0.914 0.612 0.16 0.08 0.04 -0.59
C 1.815 -3.086 1.177 0.58 -0.14 -0.15 -0.14
N 0.665 -3.205 2.078 -0.73 -0.66 -0.06 -0.71
S -0.561 -4.164 1.473 -0.09 -0.27 0.64 2.31
O -1.313 -3.470 0.451 -0.31 0.07 0.07 -0.97
O 0.035 -5.399 1.073 0.18 -0.29 0.06 -0.93
C -1.602 -4.441 2.917 0.53 0.33 -0.57 -0.86
H -0.964 -4.834 3.697 0.11 -0.06 0.14 0.25
H -2.060 -3.507 3.212 -0.08 0.10 0.07 0.25
H -2.352 -5.169 2.632 -0.04 -0.09 -0.21 0.26
C 0.301 -2.065 2.845 -0.24 0.40 0.51 0.15
C 1.062 -1.723 3.954 -0.12 -0.12 -0.23 -0.22
C 0.754 -0.606 4.711 -0.02 0.30 0.17 -0.29
C -0.341 0.185 4.378 -0.04 -0.15 -0.14 0.32
C -1.126 -0.179 3.281 0.05 0.12 0.20 -0.24
C -0.807 -1.284 2.522 0.09 0.22 0.09 -0.25
H -1.422 -1.540 1.674 -0.05 0.07 -0.07 0.24
H -1.976 0.435 3.032 -0.12 0.08 -0.04 0.23
O -0.734 1.297 5.046 -0.14 -0.15 -0.27 -0.49
C 0.046 1.748 6.129 0.12 0.07 0.19 -0.25
H 1.071 1.974 5.818 -0.03 -0.02 0.01 0.18
H -0.434 2.662 6.475 0.07 -0.07 0.01 0.21
H 0.063 1.018 6.944 0.01 0.02 -0.04 0.18
H 1.377 -0.365 5.557 0.04 0.05 0.08 0.22
H 1.906 -2.334 4.228 0.09 -0.10 0.04 0.22
C 3.140 -3.327 1.890 -0.26 0.07 -0.16 -0.61
H 3.401 -2.468 2.501 0.07 0.03 0.04 0.23
H 3.072 -4.219 2.507 -0.02 -0.10 0.02 0.22
H 3.923 -3.464 1.149 0.11 0.03 -0.01 0.23
H 1.667 -3.864 0.420 0.20 0.15 -0.05 0.25
H -0.037 -2.244 -0.198 0.24 0.15 0.02 0.43
H -1.693 -1.231 -1.225 -0.09 -0.09 -0.02 0.23
H -2.657 0.851 -2.217 -0.13 -0.10 -0.02 0.24
C -1.727 2.747 -5.190 -0.40 -0.50 -0.18 -0.22
C -1.309 1.290 -5.392 -0.05 0.25 -0.05 -0.62
H -1.995 0.813 -6.087 -0.05 -0.11 -0.08 0.21
H -0.304 1.218 -5.797 0.10 -0.07 -0.03 0.20
H -1.339 0.753 -4.448 0.00 -0.10 0.02 0.21
H -2.772 2.781 -4.873 0.04 0.00 -0.31 0.23
H -1.631 3.298 -6.132 -0.03 0.06 0.12 0.19
H 0.147 4.714 -5.360 -0.07 0.00 0.13 0.19
H 0.437 4.768 -3.611 0.14 0.09 -0.26 0.24